Formula: C27H32CoN9O3S5
Source: the OMol25 dataset
Level of theory: ωB97M-V/def2-TZVPD

Energy, a.u.: -5139.888133
Total charge: +2
Orbital gap (alpha / beta), eV: 7.1 / 7.1
ΔE to the lowest compared entry with this formula, charge and spin, kcal/mol: 6.5

Element x y z (Å)
Co  -0.671  0.171  -0.357
C  -1.206  3.338  3.718
C  -1.915  3.227  2.424
N  -2.859  3.998  1.989
N  -3.240  3.465  0.789
C  -2.541  2.381  0.465
S  -2.618  1.365  -0.884
N  -1.683  2.230  1.490
N  -0.887  1.080  1.539
H  -1.472  4.284  4.182
H  -0.123  3.302  3.589
H  -1.507  2.528  4.384
H  -3.997  3.880  0.269
H  -0.129  1.192  2.207
H  -1.532  0.330  1.872
S  1.490  -0.509  0.413
C  1.674  -2.200  0.408
N  2.753  -2.744  0.939
C  3.010  -4.161  0.688
C  1.687  -4.758  0.196
S  0.608  -3.362  -0.276
H  3.458  -2.156  1.360
H  3.350  -4.637  1.605
H  3.795  -4.259  -0.063
H  1.174  -5.332  0.964
H  1.831  -5.387  -0.678
C  -2.690  -6.976  3.585
C  -2.706  -5.640  2.901
C  -2.683  -5.544  1.510
C  -2.720  -4.312  0.879
C  -2.779  -3.160  1.652
C  -2.800  -3.225  3.038
C  -2.764  -4.466  3.651
S  -2.785  -1.608  0.848
O  -3.539  -1.694  -0.368
O  -3.175  -0.585  1.811
O  -1.283  -1.392  0.555
H  -2.804  -7.790  2.873
H  -3.496  -7.044  4.315
H  -1.753  -7.122  4.126
H  -2.655  -6.448  0.916
H  -2.737  -4.237  -0.200
H  -2.865  -2.318  3.622
H  -2.801  -4.527  4.732
S  2.423  5.197  -3.156
C  1.611  3.902  -2.326
C  1.819  3.546  -0.993
C  1.135  2.470  -0.473
N  0.258  1.741  -1.174
C  0.027  2.103  -2.449
C  0.680  3.147  -3.053
C  3.279  6.016  -1.827
C  2.657  7.050  -1.143
C  3.389  7.711  -0.165
N  4.646  7.407  0.138
C  5.229  6.420  -0.532
C  4.591  5.689  -1.526
H  2.501  4.097  -0.362
H  1.306  2.170  0.553
H  -0.726  1.547  -2.988
H  0.451  3.397  -4.080
H  1.642  7.341  -1.372
H  2.947  8.528  0.391
H  6.258  6.206  -0.270
H  5.108  4.900  -2.055
C  1.073  -2.038  -4.922
N  0.164  -1.677  -3.842
C  -1.184  -1.941  -3.797
C  -1.652  -1.395  -2.644
N  -0.594  -0.798  -1.997
C  0.483  -0.987  -2.745
H  1.069  -3.116  -5.066
H  2.077  -1.713  -4.661
H  0.766  -1.549  -5.843
H  -1.685  -2.497  -4.569
H  -2.640  -1.408  -2.219
H  1.478  -0.645  -2.515